No. 1
One molecule with the formula C6H13NO3 at a distorted geometry, computed with ωB97M-V/def2-TZVPD.

HOMO level (eV): -9.447
Largest force on an atom (eV/Å): 2.3
SMILES: COC(C)(C)[C@H](O)C(N)=O
ΔE to the lowest compared entry with this formula, charge and spin (eV): 1.750

CARTESIAN COORDINATES (ANGSTROEM)
C1 -1.271 -1.095 -1.414
O1 -0.262 -0.137 -1.202
C2 0.869 -0.095 -0.155
C3 1.413 -1.494 0.104
C4 1.926 0.792 -0.808
C5 0.220 0.599 1.043
O2 -0.271 -0.330 2.014
C6 -0.987 1.449 0.447
N1 -2.219 1.036 0.930
O3 -0.840 2.563 -0.042
H1 -1.640 -1.509 -0.472
H2 -2.090 -0.569 -1.916
H3 -0.887 -1.891 -2.057
H4 2.249 -1.446 0.810
H5 1.769 -1.952 -0.824
H6 0.652 -2.153 0.529
H7 2.305 0.327 -1.725
H8 2.767 0.966 -0.128
H9 1.507 1.762 -1.092
H10 0.901 1.301 1.534
H11 -0.732 0.212 2.681
H12 -3.008 1.621 0.695
H13 -2.373 0.043 1.049

Cartesian forces, eV/Å:
C 0.7 -0.1 0.6
O 1.5 1.0 0.3
C -1.3 -0.8 -1.4
C -0.2 -0.1 0.2
C -0.2 0.2 -0.2
C -1.0 0.2 -0.5
O 0.0 0.4 0.0
C 0.2 1.6 1.6
N 0.4 -0.3 -0.5
O 0.1 -1.3 0.1
H -0.1 -0.2 0.0
H 0.1 -0.1 0.0
H -0.2 -0.2 0.0
H -0.1 0.0 -0.1
H 0.0 0.3 0.1
H 0.1 0.1 0.0
H -0.1 -0.1 0.2
H -0.2 -0.1 0.0
H -0.1 -0.1 0.2
H 0.0 0.1 -0.2
H 0.3 -0.4 -0.3
H 0.2 -0.2 -0.2
H 0.0 0.3 0.1

No. 2
C6H13NO3S3 as an isolated structure at a distorted geometry, computed with ωB97M-V/def2-TZVPD.

HOMO level (eV): -8.257
Largest force on an atom (eV/Å): 3.6
ΔE to the lowest compared entry with this formula, charge and spin (eV): 0.000

CARTESIAN COORDINATES (ANGSTROEM)
C1 0.942 -2.243 1.600
C2 0.560 1.403 0.078
C3 0.274 0.665 2.359
C4 0.152 -1.376 -0.830
C5 -0.848 -0.810 -1.831
C6 -0.084 -0.919 0.600
N1 0.517 0.271 0.985
O1 0.967 0.602 -3.152
O2 0.628 -1.727 -3.845
O3 -1.112 -0.012 -4.309
S1 0.271 -3.355 2.505
S2 -1.838 -1.174 1.096
S3 0.077 -0.512 -3.339
H1 1.991 -2.077 1.436
H2 -0.424 1.873 -0.041
H3 1.240 2.140 0.504
H4 0.942 1.116 -0.898
H5 0.307 -0.218 2.995
H6 1.060 1.352 2.671
H7 -0.701 1.151 2.486
H8 1.159 -1.079 -1.134
H9 0.107 -2.466 -0.866
H10 -1.253 0.150 -1.533
H11 -1.652 -1.496 -2.071
H12 -0.831 0.758 -4.806
H13 -1.582 -2.238 1.883

Cartesian forces, eV/Å:
C -2.5 1.7 -1.4
C 0.0 -0.1 0.0
C 0.1 0.0 0.0
C 0.2 0.0 0.2
C 0.4 0.1 -0.8
C 1.2 -3.0 1.6
N 0.5 0.6 0.2
O -0.2 0.0 0.0
O -0.4 -0.1 0.1
O 0.0 -0.7 0.6
S 0.4 -0.1 0.0
S 0.0 0.3 -0.3
S -0.2 0.4 -0.4
H 0.4 0.1 -0.1
H -0.1 0.1 0.0
H 0.0 0.0 -0.1
H 0.0 0.1 0.0
H 0.0 0.1 0.1
H 0.0 0.0 0.0
H 0.0 0.0 0.1
H 0.1 -0.1 0.2
H 0.0 0.1 0.0
H -0.1 0.1 0.0
H -0.1 0.0 0.0
H 0.3 0.4 -0.1
H 0.0 -0.1 0.1

No. 3
C6H13NO4 as an isolated structure at a distorted geometry, computed with ωB97M-V/def2-TZVPD.

HOMO level (eV): -9.571
Largest force on an atom (eV/Å): 7.9
ΔE to the lowest compared entry with this formula, charge and spin (eV): 7.604

CARTESIAN COORDINATES (ANGSTROEM)
C1 0.079 -1.208 -2.118
C2 0.236 -0.005 -1.020
C3 1.490 0.615 0.827
C4 0.408 0.056 1.718
C5 -1.039 0.178 1.380
C6 -1.106 -0.541 0.045
H1 2.087 -0.897 -2.759
H2 -1.052 -1.310 -2.452
H3 0.521 -2.161 -1.482
H4 -0.314 0.912 -1.520
H5 2.206 0.258 -1.191
H6 2.334 0.487 1.435
H7 0.451 2.252 1.003
H8 0.692 -1.003 1.785
H9 0.574 0.450 2.839
H10 -1.699 -0.107 2.325
H11 -2.559 1.609 2.125
H12 -0.731 -1.666 0.185
H13 -2.549 0.324 -0.653
N1 1.546 -0.039 -0.438
O1 0.916 -1.205 -3.498
O2 1.393 2.106 0.796
O3 -1.602 1.504 1.245
O4 -2.282 -0.610 -0.577

Cartesian forces, eV/Å:
C 0.5 -1.4 -0.2
C -4.9 -1.8 -2.4
C -0.1 2.7 0.4
C 1.1 0.5 3.7
C -2.0 -0.4 1.6
C 4.6 -3.2 0.3
H -4.6 -1.5 -3.7
H 2.6 0.1 0.7
H -1.4 2.1 -1.9
H 2.0 -0.9 1.0
H -0.2 0.3 1.7
H 1.8 -0.5 0.1
H 0.5 0.5 -0.3
H -0.6 0.0 0.1
H -0.1 -0.6 -2.5
H 1.7 -1.3 -2.3
H 4.7 -0.4 -4.3
H -0.9 2.3 0.1
H -0.5 -0.3 -0.1
N -1.1 0.6 -1.1
O 3.3 2.0 6.9
O -0.9 -1.6 -0.2
O -3.7 1.3 3.3
O -1.6 1.4 -1.0

No. 4
One molecule with the formula C6H13NO4 at a distorted geometry, computed with ωB97M-V/def2-TZVPD.

HOMO level (eV): -8.985
Largest force on an atom (eV/Å): 5.2
SMILES: OC[C@@H]1NC[C@@H](O)[C@@H](O)[C@@H]1O
ΔE to the lowest compared entry with this formula, charge and spin (eV): 3.299

CARTESIAN COORDINATES (ANGSTROEM)
O1 -0.507 2.704 -1.322
C1 0.146 1.540 -1.870
C2 0.011 0.255 -0.940
N1 -1.365 0.122 -0.503
C3 -1.432 -0.266 0.904
C4 -0.379 -1.348 1.197
O2 -0.919 -2.468 0.366
C5 1.038 -0.938 0.872
O3 1.866 -1.947 0.344
C6 1.045 0.474 0.204
O4 0.592 1.424 1.077
H1 -1.044 3.240 -2.125
H2 -0.213 1.287 -3.007
H3 1.306 1.751 -1.737
H4 0.329 -0.530 -1.508
H5 -1.626 1.140 -0.416
H6 -1.129 0.643 1.537
H7 -2.445 -0.664 1.075
H8 -0.606 -1.560 2.308
H9 -1.311 -2.009 -0.431
H10 1.530 -0.732 1.886
H11 1.352 -2.511 -0.170
H12 1.954 0.730 -0.308
H13 0.627 2.348 0.496

Cartesian forces, eV/Å:
O -2.3 1.5 -3.5
C 1.4 -0.8 -1.4
C -0.2 4.5 0.3
N -0.1 2.1 0.2
C 1.0 1.0 1.5
C -3.9 -1.0 0.3
O 1.0 1.0 -0.4
C 2.1 1.4 3.5
O 1.0 2.0 0.7
C -1.6 -3.3 -2.1
O 0.9 4.9 -1.3
H 2.3 -2.3 3.4
H 1.1 0.8 2.8
H -2.2 -0.2 -1.4
H 0.9 -2.4 -1.6
H -0.3 -1.4 -0.7
H -1.3 -1.5 -0.5
H 0.5 0.2 0.4
H 1.0 -0.4 -1.8
H 0.5 -0.7 1.2
H -0.7 -0.2 -1.0
H -1.6 -1.7 -1.5
H 1.0 -0.2 0.3
H -0.4 -3.3 2.5

No. 5
An isolated ion of composition C6H13O and charge -1 at a distorted geometry, computed with ωB97M-V/def2-TZVPD.

HOMO level (eV): -2.009
Largest force on an atom (eV/Å): 2.3
SMILES: CC(C)CCC[O-]
Charge: -1
ΔE to the lowest compared entry with this formula, charge and spin (eV): 0.508

CARTESIAN COORDINATES (ANGSTROEM)
C1 1.828 -0.588 1.212
C2 0.642 0.168 0.611
C3 0.929 1.675 0.498
C4 0.258 -0.463 -0.748
C5 -1.130 -0.016 -1.237
C6 -2.321 -0.721 -0.521
O1 -3.201 -1.252 -1.394
H1 1.561 -1.604 1.516
H2 2.121 -0.066 2.129
H3 2.658 -0.717 0.526
H4 -0.218 0.016 1.260
H5 0.510 2.131 1.397
H6 0.436 2.138 -0.356
H7 1.996 1.897 0.433
H8 1.011 -0.338 -1.531
H9 0.155 -1.492 -0.495
H10 -1.105 -0.355 -2.278
H11 -1.411 1.034 -1.362
H12 -1.914 -1.495 0.189
H13 -2.804 0.047 0.150

Cartesian forces, eV/Å:
C -0.5 0.0 0.8
C 0.7 -0.2 -1.3
C -0.3 -0.2 0.4
C -0.7 1.8 1.1
C 0.2 -0.9 -0.9
C -0.7 -0.3 -0.6
O 0.0 0.0 0.1
H -0.2 0.0 -0.1
H 0.5 -0.1 -0.1
H 0.3 0.4 -0.2
H -0.1 0.0 0.1
H 0.3 0.4 0.0
H -0.1 -0.1 -0.1
H 0.0 0.0 0.0
H 0.3 0.1 0.2
H -0.1 -1.2 -0.4
H -0.7 -0.3 0.0
H 0.8 0.4 0.5
H 0.3 0.1 0.1
H 0.2 0.0 0.1

No. 6
A 2-piece molecular cluster, C6H13O2 overall at a distorted geometry, computed with ωB97M-V/def2-TZVPD.

HOMO level (eV): -3.817
Largest force on an atom (eV/Å): 4.7
Charge: -1
ΔE to the lowest compared entry with this formula, charge and spin (eV): 2.373

CARTESIAN COORDINATES (ANGSTROEM)
C1 2.249 0.548 1.007
C2 2.831 0.031 -0.288
C3 0.953 -0.189 1.611
O1 0.939 -1.363 1.795
O2 0.060 0.628 1.925
H1 3.012 0.596 1.689
H2 1.745 1.629 1.099
H3 3.340 0.919 -0.785
H4 1.979 -0.378 -0.740
H5 3.600 -0.845 -0.375
C4 -1.670 0.234 -1.655
C5 -2.613 0.416 -2.943
C6 -2.350 -0.448 -0.500
H6 -1.337 1.275 -1.526
H7 -0.750 -0.201 -2.075
H8 -2.505 1.396 -3.361
H9 -2.514 -0.321 -3.759
H10 -1.882 -0.035 0.424
H11 -3.579 0.147 -2.708
H12 -2.121 -1.427 -0.573
H13 -3.381 -0.436 -0.467

Cartesian forces, eV/Å:
C -3.0 1.5 0.4
C 1.9 0.5 -0.5
C 1.0 3.7 -0.2
O 0.5 -4.6 0.1
O -0.8 0.8 0.0
H 1.8 -0.1 2.4
H 1.6 -1.9 -1.4
H -0.9 -1.2 -0.1
H -1.0 -0.2 -1.9
H -1.2 1.5 1.2
C -0.5 1.6 -3.4
C 2.1 -1.3 0.1
C 2.8 2.8 1.0
H -0.3 -0.3 1.0
H -0.2 -0.6 0.8
H -0.3 0.6 -0.3
H 1.0 0.2 0.1
H -0.5 -0.6 -0.3
H -2.6 0.4 1.0
H 1.0 -3.5 0.2
H -2.3 0.8 -0.1

No. 7
A 2-piece molecular cluster, C6H13O3 overall at a distorted geometry, computed with ωB97M-V/def2-TZVPD.

HOMO level (alpha / beta) (eV): -8.234 / -8.008
Largest force on an atom (eV/Å): 3.1
Multiplicity: 2
ΔE to the lowest compared entry with this formula, charge and spin (eV): 6.853

CARTESIAN COORDINATES (ANGSTROEM)
C1 -0.439 -2.070 0.096
C2 -0.112 -0.547 0.093
C3 -1.371 0.450 -0.157
C4 -0.918 1.859 0.212
C5 -2.548 0.056 0.707
C6 -1.820 0.424 -1.617
O1 0.929 -0.264 -0.634
O2 3.683 -0.946 0.243
O3 3.336 -0.784 1.418
H1 -1.187 -2.366 0.839
H2 -0.786 -2.365 -0.900
H3 0.468 -2.640 0.310
H4 0.083 -0.342 1.193
H5 -0.017 2.132 -0.348
H6 -1.707 2.590 -0.006
H7 -0.692 1.910 1.281
H8 -2.951 -0.927 0.431
H9 -2.264 0.041 1.765
H10 -3.363 0.785 0.595
H11 -2.199 -0.562 -1.909
H12 -2.630 1.151 -1.763
H13 -0.990 0.686 -2.284

Cartesian forces, eV/Å:
C -0.2 -0.1 -0.5
C -0.9 -0.7 1.5
C 0.1 0.2 -0.5
C 0.3 0.0 0.0
C -0.2 -0.4 0.5
C 0.4 -0.1 -0.3
O 0.8 0.3 -0.8
O -1.8 0.6 2.5
O 0.9 -0.4 -2.4
H 0.1 0.3 -0.1
H 0.0 0.0 0.1
H 0.0 0.2 -0.1
H 0.3 0.3 -0.2
H -0.2 0.0 0.1
H 0.1 -0.2 0.0
H 0.0 0.1 -0.1
H 0.1 0.2 0.1
H -0.1 -0.1 -0.1
H 0.2 -0.1 0.0
H 0.1 0.1 0.0
H 0.2 -0.1 0.0
H -0.2 0.0 0.1

No. 8
An isolated ion of composition C6H13O3PS3 and charge -2 at a distorted geometry, computed with ωB97M-V/def2-TZVPD.

HOMO level (alpha / beta) (eV): 2.533 / -2.809
Largest force on an atom (eV/Å): 3.8
Multiplicity: 3
Charge: -2

CARTESIAN COORDINATES (ANGSTROEM)
C1 -2.061 -0.616 -3.333
C2 -1.766 -1.438 -1.950
C3 -0.619 -0.681 -1.168
C4 -0.331 -1.243 0.240
C5 0.837 -0.641 0.914
C6 0.684 0.976 1.113
O1 2.267 3.093 1.829
O2 3.301 0.783 2.356
O3 1.276 1.590 3.669
P1 2.085 1.661 2.242
S1 1.256 -1.382 2.461
S2 -0.908 1.317 1.754
S3 1.078 1.838 -0.517
H1 -1.770 -1.174 -4.242
H2 -3.037 -0.119 -3.303
H3 -1.525 0.316 -3.228
H4 -1.624 -2.486 -2.175
H5 -2.799 -1.204 -1.474
H6 0.333 -0.862 -1.622
H7 -0.987 0.340 -0.952
H8 -1.232 -1.029 0.719
H9 -0.252 -2.399 0.101
H10 1.778 -0.548 0.431
H11 2.317 -0.476 2.636
H12 0.355 1.432 3.295
H13 1.345 2.952 0.205

Cartesian forces, eV/Å:
C 0.7 -0.2 1.5
C -1.8 3.3 -0.6
C -1.5 -1.4 1.0
C -0.1 -2.7 -2.5
C 0.4 2.7 0.8
C 0.8 -0.6 -0.7
O 0.0 -0.4 0.2
O -0.3 -0.2 -0.4
O -0.3 -0.2 -1.3
P -0.2 1.7 1.0
S 0.0 -1.0 1.1
S -1.0 0.4 -0.2
S -0.5 -0.3 0.4
H -0.5 0.5 0.3
H -0.5 -1.2 -0.5
H 1.1 0.1 -0.4
H 0.1 -0.3 0.3
H 1.9 -1.2 0.1
H 0.5 0.9 -1.3
H 0.7 -0.3 -1.0
H -1.3 -0.1 1.7
H 0.1 1.8 0.7
H 0.6 -0.8 -1.5
H 0.0 -0.8 0.1
H 0.5 0.2 1.4
H 0.3 0.1 -0.2